## a
The following is a quantum chemistry calculation of a 2-piece molecular cluster, C4H12O overall, from the OMol25 dataset.

Frontier orbital gap = 0.412 Ha
Total charge = 0
SMILES string = CCO.CC

Positions of all 17 atoms, in Å:
C 0.96 -0.37 -1.12
C 0.95 -1.83 -1.59
O 2.30 0.10 -0.95
H 0.43 0.14 -1.93
H 0.55 -0.06 -0.16
H 1.65 -2.45 -1.03
H 2.83 -0.07 -1.73
H 1.20 -1.75 -2.64
H -0.04 -2.30 -1.53
C -1.26 0.79 1.68
C -2.69 1.33 1.88
H -1.25 0.07 0.86
H -0.65 1.67 1.52
H -0.93 0.23 2.56
H -2.74 2.05 2.70
H -3.30 0.45 2.14
H -3.19 1.75 1.01

=====

## b
The following is a quantum chemistry calculation of a 2-piece molecular cluster, C4H12O overall, from the OMol25 dataset.

Frontier orbital gap = 0.412 Ha
Total charge = 0
SMILES string = CCO.CC

Positions of all 17 atoms, in Å:
C 0.69 0.59 2.49
C 0.94 -0.90 2.21
H 0.80 1.20 1.43
H 1.35 0.96 3.34
H -0.33 0.64 2.77
H 1.80 -1.34 2.38
H 0.09 -1.48 2.72
H 0.80 -1.06 1.06
C -1.02 -0.15 -1.48
O -0.83 1.21 -1.09
C 0.11 -0.64 -2.33
H -1.21 -0.74 -0.40
H -1.95 -0.15 -1.99
H -0.14 1.42 -0.46
H 0.96 -0.47 -1.71
H 0.05 -1.78 -2.55
H 0.15 -0.22 -3.28

=====

## c
The following is a quantum chemistry calculation of a 2-piece molecular cluster, C4H12O overall, from the OMol25 dataset.

Frontier orbital gap = 0.421 Ha
Total charge = 0
SMILES string = CCC.CO

Positions of all 17 atoms, in Å:
C -2.19 0.12 1.86
O -1.03 -0.53 2.31
H -1.26 -1.37 2.73
H -2.74 -0.50 1.14
H -2.85 0.46 2.66
H -1.86 1.01 1.33
C 1.00 -0.32 -0.62
C 2.04 -0.54 -1.72
C 0.17 0.95 -0.85
H 0.36 -1.18 -0.44
H 1.51 -0.21 0.34
H 1.57 -0.51 -2.70
H -0.84 0.78 -1.23
H 0.11 1.54 0.06
H 2.51 -1.53 -1.64
H 2.80 0.23 -1.67
H 0.69 1.60 -1.57

=====

## d
The following is a quantum chemistry calculation of a 2-piece molecular cluster, C4H12O overall, from the OMol25 dataset.

Frontier orbital gap = 0.415 Ha
Total charge = 0
SMILES string = CCO.CC

Positions of all 17 atoms, in Å:
C -1.32 -1.82 -0.73
C -1.77 -2.47 0.62
H -0.29 -2.01 -1.07
H -1.96 -2.12 -1.54
H -1.45 -0.78 -0.64
H -2.73 -2.19 0.91
H -0.88 -2.18 1.30
H -1.62 -3.53 0.49
C 1.53 1.30 0.12
C 0.80 2.48 -0.51
O 1.93 1.52 1.44
H 0.80 0.49 0.33
H 2.40 0.89 -0.50
H 1.20 2.73 -1.46
H 2.72 2.13 1.56
H 0.97 3.28 0.22
H -0.33 2.29 -0.52

=====

The structure with the greatest stability is c.

=====

## a
The following is a quantum chemistry calculation of an isolated molecule of CH4ClNOP2, from the OMol25 dataset.

Frontier orbital gap (alpha / beta) = 0.281 / 0.281 Ha
Total charge = 0
SMILES string = CP(Cl)#[PH]N=O

Positions of all 10 atoms, in Å:
C -0.40 0.91 -0.19
N 2.16 -1.45 2.62
O 3.36 -1.71 2.67
P 1.11 -1.64 1.17
P 1.06 0.53 0.88
Cl 0.64 1.26 2.67
H -0.61 1.99 -0.43
H -1.29 0.55 0.22
H -0.08 0.52 -1.16
H 1.79 -1.72 0.07

=====

## b
The following is a quantum chemistry calculation of an isolated molecule of CH4ClNOP2, from the OMol25 dataset.

Frontier orbital gap (alpha / beta) = 0.265 / 0.249 Ha
Total charge = 0
SMILES string = CP=[PH]=[N+]([O-])Cl

Positions of all 10 atoms, in Å:
C 1.52 0.55 -0.18
N -1.51 -0.10 -0.65
O -2.65 -0.42 -0.80
P -0.53 -1.64 0.19
P 0.70 -0.28 1.23
Cl -1.40 1.70 0.46
H 0.69 0.94 -0.84
H 2.02 -0.14 -0.86
H 2.34 1.27 -0.02
H -1.17 -1.88 1.47

=====

The structure with the greatest stability is a.

=====

## a
The following is a quantum chemistry calculation of an isolated ion of composition C3H3OS and charge +1, from the OMol25 dataset.

Frontier orbital gap (alpha / beta) = 0.209 / 0.216 Ha
Total charge = +1

Positions of all 8 atoms, in Å:
C 0.39 -0.47 0.05
C 1.68 -0.61 0.21
C -0.22 0.76 -0.36
O -1.46 0.79 -0.30
S -2.64 -0.04 0.40
H -0.56 -0.96 0.41
H 2.63 -0.93 0.67
H 0.18 1.47 -1.09

=====

## b
The following is a quantum chemistry calculation of an isolated ion of composition C3H3OS and charge +1, from the OMol25 dataset.

Frontier orbital gap (alpha / beta) = 0.326 / 0.326 Ha
Total charge = +1

Positions of all 8 atoms, in Å:
C 0.64 0.30 -1.02
C 0.19 -1.34 0.99
C -0.32 1.00 -0.53
O -1.14 0.80 0.49
S -1.04 -0.55 1.52
H 1.43 -0.01 -1.66
H 0.81 -2.18 1.20
H -0.57 1.97 -0.98

=====

The structure with the greatest stability is b.